1.
# C13H52O13

13 unconnected molecules or ions with the total composition C13H52O13 at a distorted geometry (ωB97M-V/def2-TZVPD, the OMol25 dataset).

```
78
Properties=species:S:1:pos:R:3:mulliken_charge:R:1
C -2.1055 1.9476 -3.0540 0.169
O -2.5514 1.1594 -4.2036 -0.619
H -1.3104 2.5947 -3.4243 0.237
H -2.8621 2.3629 -2.3883 0.187
H -1.5911 1.2734 -2.3692 -0.342
H -2.9639 0.3835 -3.8169 0.530
C -0.0545 -1.5052 3.8076 -0.234
O -0.3143 -0.7939 5.0027 -0.569
H 0.8899 -1.2160 3.3466 -0.077
H 0.0528 -2.5462 4.1125 0.378
H -0.9047 -1.5524 3.1271 0.206
H 0.4896 -0.7217 5.5225 0.315
C -2.6850 3.8558 0.3527 -0.878
O -1.8527 2.6942 0.2042 -0.174
H -3.3235 3.8057 1.2348 0.301
H -2.0928 4.7556 0.5194 0.363
H -3.4073 3.9327 -0.4600 0.316
H -1.0729 2.9811 -0.2768 0.110
C -3.3772 -2.3616 -2.3643 -0.621
O -3.3715 -0.9779 -2.7734 -0.531
H -3.6638 -3.1039 -3.1093 0.347
H -2.4086 -2.6231 -1.9381 0.157
H -4.1163 -2.4830 -1.5725 0.256
H -3.5786 -0.4808 -1.9787 0.375
C 4.0854 -0.4947 2.8579 -0.698
O 3.0925 0.2635 2.2364 -0.346
H 4.5193 -1.2621 2.2168 0.238
H 4.9025 0.2214 2.9455 0.304
H 3.8290 -0.8690 3.8489 0.257
H 2.4633 -0.2212 1.6972 0.373
C -1.1162 -3.5543 0.6768 -0.124
O -2.3064 -4.3214 1.0787 -0.560
H -0.3554 -3.5634 1.4573 0.069
H -0.5978 -4.0202 -0.1613 0.331
H -1.3825 -2.4976 0.7008 -0.025
H -2.4770 -4.2440 2.0202 0.290
C 2.6943 -4.0987 2.3937 -0.766
O 2.3894 -3.1925 1.3800 -0.344
H 3.6977 -3.9344 2.7865 0.320
H 1.9697 -4.2375 3.1961 0.255
H 2.7721 -5.1021 1.9749 0.313
H 3.1892 -2.9262 0.9205 0.237
C -4.9258 0.8320 -0.1403 -0.790
O -3.6615 0.5534 -0.4861 -0.424
H -5.0639 0.6422 0.9241 0.336
H -5.0725 1.8983 -0.3123 0.277
H -5.7801 0.3720 -0.6370 0.331
H -3.0797 1.1738 -0.0409 0.177
C -0.0651 -0.4073 -0.4041 0.283
O 1.0582 -0.6559 0.4478 0.160
H -0.9725 -0.6363 0.1546 0.120
H -0.1660 0.6414 -0.6838 -0.836
H -0.0494 -0.8867 -1.3829 0.374
H 0.8495 -1.3955 1.0232 -0.240
C 0.5634 2.3076 2.0715 -0.055
O 1.7341 2.4183 2.8419 -0.701
H -0.1304 3.1400 2.1893 0.230
H 0.9144 2.2115 1.0441 -0.031
H 0.0069 1.4372 2.4190 0.048
H 2.2148 1.5986 2.7053 0.637
C 0.9232 4.2317 -1.7420 -0.852
O 0.5493 3.0047 -1.3370 -0.142
H 1.0617 4.3691 -2.8144 0.280
H 0.2090 4.9695 -1.3764 0.307
H 1.8808 4.3654 -1.2388 0.301
H 1.2920 2.4114 -1.4708 -0.075
C 2.0212 -1.5127 -3.7824 -0.461
O 0.6190 -1.2965 -3.9844 -0.433
H 2.1180 -2.5983 -3.7917 0.340
H 2.7428 -1.1383 -4.5085 0.253
H 2.3614 -1.2095 -2.7923 0.010
H 0.3129 -2.0683 -4.4664 0.289
C 3.6587 1.1745 -0.6688 -0.328
O 3.3145 1.6641 -1.9887 -0.533
H 4.7253 0.9536 -0.6277 0.523
H 3.5186 1.9912 0.0395 0.212
H 3.0067 0.3410 -0.4075 -0.199
H 4.1176 1.7761 -2.5027 0.289
```

HOMO (eV): -8.99
F_max (Eh/bohr): 0.072
Relative energy (zero: lowest compared OMol25 entry of this formula, charge and spin) (kJ/mol): 313.15
HOMO-LUMO gap (eV): 9.153
LUMO (eV): 0.159


2.
# C5H8O3

A molecular structure, C5H8O3 at a distorted geometry (ωB97M-V/def2-TZVPD, the OMol25 dataset).

```
16
Properties=species:S:1:pos:R:3:nbo_charge:R:1
C -1.1633 -0.2173 1.3102 -0.628
C -1.2207 -0.1901 -1.2244 -0.642
C 1.6171 -0.5495 0.0368 0.516
C 0.9041 0.5870 0.0043 0.031
C -0.3676 -0.2201 0.0237 0.258
O 2.9038 -0.9270 0.0354 -0.659
O 1.2312 1.9055 -0.2069 -0.683
O 0.5942 -1.4507 0.0467 -0.501
H 3.4552 -0.1354 0.0424 0.497
H 0.4367 2.4342 -0.3302 0.483
H -1.8633 -1.0499 1.3186 0.218
H -0.4981 -0.3065 2.1651 0.230
H -1.7293 -1.1470 -1.3275 0.229
H -0.6072 -0.0450 -2.1108 0.226
H -1.9705 0.5969 -1.1700 0.215
H -1.7223 0.7150 1.3867 0.210
```

HOMO (eV): -7.45
F_max (Eh/bohr): 0.034
Relative energy (zero: lowest compared OMol25 entry of this formula, charge and spin) (kJ/mol): 230.34
HOMO-LUMO gap (eV): 7.969
LUMO (eV): 0.516


3.
# C19H16N2O5

A single C19H16N2O5 molecule (ωB97M-V/def2-TZVPD, the OMol25 dataset).

```
42
Properties=species:S:1:pos:R:3:nbo_charge:R:1
C 7.2838 0.4534 -0.3095 -0.258
O 6.0263 1.0924 -0.4622 -0.510
C 4.9742 0.2716 -0.6294 0.776
O 5.0793 -0.9286 -0.6491 -0.584
C 3.6971 1.0123 -0.7840 -0.150
C 3.6589 2.4037 -0.7863 -0.185
C 2.4451 3.0493 -0.9390 -0.204
C 1.2803 2.3207 -1.0882 -0.244
C 1.3129 0.9254 -1.0862 0.228
N 0.0966 0.2584 -1.2494 -0.642
C -0.1511 -1.0785 -1.2184 0.672
O 0.6684 -1.9474 -1.0599 -0.579
C -1.6603 -1.3733 -1.4124 -0.130
C -1.8858 -2.8356 -1.7600 -0.614
N -2.3880 -0.9555 -0.2177 -0.469
C -2.8337 0.3487 -0.0869 0.688
O -2.6150 1.2272 -0.8933 -0.593
C -3.5566 0.4165 1.1973 -0.070
C -4.2283 1.4565 1.8058 -0.184
C -4.8081 1.2084 3.0463 -0.191
C -4.7099 -0.0364 3.6485 -0.189
C -4.0290 -1.0836 3.0335 -0.156
C -3.4577 -0.8380 1.8033 -0.133
C -2.6841 -1.7346 0.9056 0.684
O -2.3708 -2.8785 1.0862 -0.521
C 2.5289 0.2707 -0.9331 -0.219
H 7.5191 -0.1382 -1.1967 0.193
H 7.2699 -0.2096 0.5581 0.194
H 8.0143 1.2468 -0.1737 0.193
H 4.5717 2.9650 -0.6708 0.229
H 2.4039 4.1282 -0.9430 0.217
H 0.3330 2.8280 -1.2073 0.214
H -0.7038 0.8724 -1.3770 0.427
H -2.0320 -0.7308 -2.2225 0.231
H -1.4574 -3.0332 -2.7389 0.223
H -1.3946 -3.4744 -1.0323 0.255
H -2.9482 -3.0651 -1.7815 0.213
H -4.3000 2.4228 1.3315 0.234
H -5.3432 2.0003 3.5485 0.222
H -5.1694 -0.1969 4.6122 0.222
H -3.9467 -2.0544 3.4964 0.236
H 2.5838 -0.8060 -0.9278 0.273
```

Structure (SMILES): COC(=O)c1cccc(NC(=O)[C@@H](C)N2C(=O)c3ccccc3C2=O)c1
HOMO (eV): -8.64
F_max (Eh/bohr): 0.014
Relative energy (zero: lowest compared OMol25 entry of this formula, charge and spin) (kJ/mol): 0.00
HOMO-LUMO gap (eV): 7.933
LUMO (eV): -0.708


4.
# C3H2N4

A single C3H2N4 molecule at a distorted geometry (ωB97M-V/def2-TZVPD, the OMol25 dataset).

```
9
Properties=species:S:1:pos:R:3:nbo_charge:R:1
N -1.4226 -1.8660 1.7529 -0.359
C -1.1982 -1.1377 0.8635 0.321
C -0.9669 0.4409 0.2153 -0.026
C 0.2344 1.1392 0.0429 -0.116
N 1.0269 0.3394 -0.7040 -0.241
N 0.5452 -0.8488 -0.9562 -0.022
N -0.7030 -0.7538 -0.4595 -0.233
H 0.5553 2.1217 0.3560 0.240
H 1.9290 0.5651 -1.1109 0.435
```

HOMO (eV): -9.13
F_max (Eh/bohr): 0.026
Relative energy (zero: lowest compared OMol25 entry of this formula, charge and spin) (kJ/mol): 491.69
HOMO-LUMO gap (eV): 8.645
LUMO (eV): -0.487


5.
# C3H7N2O2

A gas-phase ion, C3H7N2O2 (charge +1) at a distorted geometry (ωB97M-V/def2-TZVPD, the OMol25 dataset).

```
14
Properties=species:S:1:pos:R:3:nbo_charge:R:1
H -2.1049 1.4991 -1.6466 0.429
N -1.4261 1.0039 -0.9490 -0.737
C -0.5790 1.7439 -0.4693 0.478
O 0.4255 1.5023 0.3840 -0.469
C 1.2189 0.2759 0.3881 -0.169
C 0.4756 -1.0833 0.4384 0.674
N -0.6627 -1.2321 -0.1017 -0.730
O 1.2689 -1.9481 0.9951 -0.570
H -0.6399 2.8677 -0.4654 0.192
H 1.9340 0.2605 -0.5228 0.247
H 1.8517 0.3881 1.2602 0.260
H -1.2835 -0.4441 -0.6709 0.469
H -1.2203 -2.0281 0.2755 0.413
H 0.7419 -2.8056 1.0844 0.514
```

Structure (SMILES): [H]/N=C/OCC(=[NH2+])O
HOMO (eV): -15.34
F_max (Eh/bohr): 0.104
Net charge: +1
Relative energy (zero: lowest compared OMol25 entry of this formula, charge and spin) (kJ/mol): 109.98
HOMO-LUMO gap (eV): 11.687
LUMO (eV): -3.655


6.
# C16H8F3NO4PdS

A molecular structure, C16H8F3NO4PdS (ωB97M-V/def2-TZVPD, the OMol25 dataset).

```
34
Properties=species:S:1:pos:R:3:nbo_charge:R:1
Pd -0.3399 0.1449 -0.3237 0.706
O -1.6070 -0.4582 3.8371 -0.774
C -1.0845 -0.8672 2.7780 0.767
O -0.2551 -0.2654 2.0604 -0.798
C -1.4771 -2.3105 2.3597 -0.200
C -1.8748 -3.1261 3.4242 -0.124
C -2.2276 -4.4570 3.2859 -0.314
C -2.2041 -5.0102 2.0097 -0.238
C -1.8309 -4.2246 0.9395 -0.261
C -1.4546 -2.8688 1.0586 -0.107
S -1.0991 -2.1319 -0.5109 -0.351
H -1.9027 -2.6399 4.3910 0.219
H -2.5186 -5.0468 4.1488 0.179
H -2.4774 -6.0485 1.8454 0.178
H -1.8192 -4.6507 -0.0582 0.198
O -2.3737 1.2476 -0.4632 -0.612
C -1.7761 2.1653 -1.0255 0.628
N -0.4487 2.1233 -1.2906 -0.680
C -0.0489 3.3087 -1.8392 0.645
O 1.0508 3.6788 -2.1936 -0.607
C -1.3009 4.2004 -1.9853 -0.037
C -1.4500 5.4697 -2.4928 -0.228
C -2.7412 6.0108 -2.4749 -0.226
C -3.8170 5.2928 -1.9646 -0.231
C -3.6458 4.0000 -1.4529 -0.182
C -2.3695 3.4895 -1.4838 -0.132
H -0.5998 6.0149 -2.8827 0.219
H -2.9059 7.0100 -2.8627 0.194
H -4.8038 5.7412 -1.9588 0.196
H -4.4699 3.4286 -1.0463 0.223
F 1.9761 -1.4167 0.1251 -0.349
C 1.5136 -0.3516 -0.5553 0.851
F 1.8606 -0.5707 -1.8641 -0.378
F 2.3024 0.6984 -0.1619 -0.372
```

HOMO (eV): -1.08
F_max (Eh/bohr): 0.019
Net charge: -2
Relative energy (zero: lowest compared OMol25 entry of this formula, charge and spin) (kJ/mol): 163.63
HOMO-LUMO gap (eV): 5.567
LUMO (eV): 4.491


7.
# C11H25BBaO

A molecular structure, C11H25BBaO at a distorted geometry (ωB97M-V/def2-TZVPD, the OMol25 dataset).

```
39
Properties=species:S:1:pos:R:3:mulliken_charge:R:1
C -1.1454 4.5913 0.4447 -1.094
C -0.4305 4.3486 -0.8966 -0.568
C -0.0321 2.8895 -1.1435 -0.321
C -0.6774 2.2927 -2.3851 -0.832
C -0.1376 0.9158 -2.7801 -1.003
C 0.1262 -0.0054 -1.6014 -0.126
C 0.6174 -1.3822 -2.0853 -0.793
B 0.6530 -2.4289 -0.9507 -0.092
C -0.3189 -2.3972 0.2858 -0.558
C -0.2491 -3.6179 1.2451 -0.444
C -0.2635 -3.1646 2.6660 -0.761
O 0.8040 -2.2349 2.7632 -0.259
C 1.0399 -1.8088 4.1295 -0.812
H -0.4749 5.1027 1.1194 0.267
H -1.4258 3.6586 0.9222 0.366
H -2.0466 5.1641 0.2851 0.289
H 0.4812 4.9290 -0.8829 0.326
H -1.0126 4.7425 -1.7153 0.419
H -0.3668 2.3092 -0.2907 0.084
H 1.0456 2.7550 -1.2120 0.294
H -0.5320 2.9503 -3.2309 0.456
H -1.7483 2.2211 -2.2436 0.301
H 0.7696 0.9979 -3.3711 0.383
H -0.9059 0.4309 -3.3722 0.378
H -0.7922 -0.0844 -1.0302 0.338
H 0.8801 0.4014 -0.9397 0.374
H 1.6246 -1.2240 -2.4785 0.385
H -0.0041 -1.7451 -2.9068 0.247
H 1.5003 -3.2602 -0.9844 -0.067
H -1.3380 -2.2850 -0.0665 0.457
H -0.0919 -1.4604 0.7945 0.521
H 0.7058 -4.1564 1.1392 -0.154
H -1.0605 -4.2994 1.0600 0.394
H -1.2283 -2.7089 2.8670 0.345
H -0.0873 -3.9987 3.3398 0.551
H 1.2273 -0.7463 4.1536 0.274
H 0.1651 -2.0080 4.7291 0.351
H 1.8780 -2.3605 4.5251 0.299
Ba 2.8516 -3.3232 0.0984 1.787
```

HOMO (eV): -15.02
F_max (Eh/bohr): 0.148
Net charge: +2
Relative energy (zero: lowest compared OMol25 entry of this formula, charge and spin) (kJ/mol): 132.17
HOMO-LUMO gap (eV): 6.362
LUMO (eV): -8.661